# 1
3 unconnected molecules or ions with the total composition C2H11N2O2. Source: the Open Molecules 2025 dataset; level of theory: the ωB97M-V functional and the def2-TZVPD basis.

```
17
Properties=species:S:1:pos:R:3:forces:R:3
C -1.041921 1.013257 0.915665 -1.9 1.5 -1.1
C -1.607192 0.220946 -0.025553 -1.0 2.0 0.8
N -1.013252 -1.014048 -0.499841 0.8 0.1 1.2
N -1.701540 2.105722 1.443770 -0.8 -2.2 -0.6
H -0.057319 1.019205 1.247452 1.8 -0.9 0.4
H -2.587718 0.484966 -0.485241 0.9 -0.5 0.5
H 0.034704 -0.941379 -0.508122 -0.9 -0.2 -0.5
H -1.240724 -1.729650 0.209331 0.0 -0.3 -0.9
H -1.458582 -1.157990 -1.406807 0.7 -0.8 0.0
H -2.678873 2.142685 1.221075 -0.2 0.5 0.0
H -1.233997 2.962775 1.562297 0.6 0.8 0.3
H 2.311547 -0.830694 1.704629 -0.3 2.7 -1.0
H 2.727806 0.572559 0.970612 0.6 -0.3 0.0
O 2.001973 0.088014 1.361718 -0.3 -2.5 0.9
H 2.851699 -2.319307 -2.784829 -0.1 0.0 0.2
H 2.321627 -0.899722 -2.727666 0.1 -0.4 0.3
O 2.371762 -1.717338 -2.198490 -0.1 0.5 -0.5
```
Forces are in eV/Å.

Computed properties:
M: 95.12 g mol⁻¹
Frontier orbital gap: 9.50 eV
Net charge: +1
HOMO: -0.470 Ha
ΔE to the lowest compared entry with this formula, charge and spin: 2.003 eV

Mulliken charges in e: number 1, C, carries 0.01; number 2, C, carries -0.66; number 3, N, carries -0.20; number 4, N, carries -0.41; number 5, H, carries 0.50; number 6, H, carries 0.24; number 7, H, carries 0.31; number 8, H, carries 0.37; number 9, H, carries 0.38; number 10, H, carries 0.21; number 11, H, carries 0.23; number 12, H, carries 0.32; number 13, H, carries 0.31; number 14, O, carries -0.64; number 15, H, carries 0.32; number 16, H, carries 0.33; number 17, O, carries -0.64

=====

# 2
A molecular structure, C15H32Cl2FI2N3Nb. Source: the Open Molecules 2025 dataset; level of theory: the ωB97M-V functional and the def2-TZVPD basis.

```
56
Properties=species:S:1:pos:R:3:forces:R:3
C 4.813092 1.096026 2.434705 0.2 0.0 -0.1
C 4.519878 0.181571 1.264465 0.0 -0.1 0.1
C 3.900994 -1.154402 1.594829 -0.1 0.1 0.2
C 4.826283 0.558933 0.026117 0.1 0.1 -0.2
C 4.398157 -0.123865 -1.250418 0.3 -0.4 0.1
C 2.878324 -0.273794 -1.379351 -0.1 0.2 0.3
C 2.072254 1.030692 -1.588089 0.3 -0.2 -0.1
C 2.849644 2.081434 -2.388428 -0.1 0.0 0.1
C 0.695255 0.731013 -2.229989 -0.1 0.4 0.1
C -0.503881 1.023710 -1.283215 -0.1 -0.1 -0.8
Nb -1.434711 -0.797403 -0.403581 1.3 0.3 0.7
F 0.248436 -1.684284 -0.566099 0.0 0.0 0.1
Cl -0.800720 -0.299901 1.843629 -0.3 -0.1 -0.5
Cl -1.963849 -1.450911 -2.667032 0.0 0.1 0.3
C -3.465715 0.086455 -0.157935 -0.1 0.2 -0.1
C -3.701885 1.591228 0.108507 -0.6 -0.2 0.2
N -2.603657 2.227768 0.825547 0.3 0.1 -0.3
N -4.993381 1.698726 0.834826 0.2 0.3 0.1
N -3.908641 2.369827 -1.118857 0.0 -0.1 0.0
C -2.447855 -2.808598 0.269277 0.0 0.5 0.3
I -1.095668 -4.461461 0.086054 -0.2 -0.3 -0.6
C -3.076236 -2.741068 1.682618 -0.4 -0.6 -0.2
C -4.384051 -3.531776 1.730608 0.1 0.0 -0.1
I -1.879564 -3.490638 3.325970 -0.1 0.3 0.3
H 5.875672 1.082690 2.701258 0.0 0.0 0.0
H 4.549914 2.127978 2.192930 0.0 -0.1 0.1
H 4.250698 0.784697 3.315943 0.0 0.1 0.0
H 4.122632 -1.412005 2.634824 0.1 0.0 -0.1
H 2.809455 -1.158022 1.511031 0.1 0.0 0.0
H 4.297627 -1.947185 0.956078 -0.1 0.1 0.0
H 5.468174 1.432941 -0.077989 -0.4 0.3 0.0
H 4.836476 -1.131281 -1.288286 0.0 0.0 0.0
H 4.819713 0.410747 -2.105012 0.0 0.0 0.0
H 2.520007 -0.713012 -0.448648 -0.1 -0.2 -0.2
H 2.626477 -1.001059 -2.157220 0.2 0.1 -0.1
H 1.904151 1.457901 -0.593229 0.0 0.0 -0.1
H 2.186481 2.904947 -2.670412 0.1 -0.1 0.0
H 3.289918 1.654907 -3.296685 -0.1 0.1 0.0
H 3.661813 2.509373 -1.794039 0.0 -0.1 -0.1
H 0.585978 1.364412 -3.119696 0.1 -0.1 0.0
H 0.673297 -0.296000 -2.597908 0.0 0.0 0.0
H -0.165190 1.653683 -0.454421 -0.2 -0.1 0.1
H -1.232299 1.619936 -1.842123 -0.1 0.0 0.1
H -3.989985 -0.494820 0.611607 0.0 0.1 0.0
H -3.997628 -0.142670 -1.089580 0.0 -0.1 0.1
H -2.497348 3.177937 0.499330 -0.1 0.1 0.1
H -2.712399 2.200449 1.829422 0.1 -0.1 0.0
H -4.917438 1.146860 1.683471 -0.1 -0.1 -0.1
H -5.076073 2.663728 1.149719 -0.1 0.0 -0.1
H -3.345434 1.980151 -1.866824 0.1 0.1 0.0
H -4.874388 2.220317 -1.388491 0.0 0.0 0.0
H -3.265876 -3.045428 -0.416284 0.1 -0.1 0.0
H -3.244702 -1.708126 1.979244 0.1 -0.1 0.1
H -4.851081 -3.504832 2.716184 0.0 0.0 -0.1
H -5.066343 -3.126569 0.975137 0.0 0.1 0.1
H -4.184798 -4.571926 1.456514 0.0 0.0 0.1
```
Forces are in eV/Å.

Computed properties:
M: 691.06 g mol⁻¹
Frontier orbital gap: 6.74 eV
Net charge: -1
HOMO: -0.174 Ha

Mulliken charges in e: number 1, C, carries -1.55; number 2, C, carries 1.45; number 3, C, carries -1.56; number 4, C, carries -0.67; number 5, C, carries -1.21; number 6, C, carries -0.58; number 7, C, carries 1.33; number 8, C, carries -1.98; number 9, C, carries -0.93; number 10, C, carries -0.69; number 11, Nb, carries -0.19; number 12, F, carries -0.49; number 13, Cl, carries -0.40; number 14, Cl, carries -0.37; number 15, C, carries -1.11; number 16, C, carries 0.99; number 17, N, carries -0.32; number 18, N, carries -0.84; number 19, N, carries -0.82; number 20, C, carries -0.59; number 21, I, carries -0.01; number 22, C, carries -0.30; number 23, C, carries -1.34; number 24, I, carries 0.09; number 25, H, carries 0.30; number 26, H, carries 0.36; number 27, H, carries 0.42; number 28, H, carries 0.50; number 29, H, carries 0.25; number 30, H, carries 0.30; number 31, H, carries 0.36; number 32, H, carries 0.41; number 33, H, carries 0.40; number 34, H, carries -0.18; number 35, H, carries 0.61; number 36, H, carries 0.16; number 37, H, carries 0.56; number 38, H, carries 0.33; number 39, H, carries 0.32; number 40, H, carries 0.47; number 41, H, carries 0.50; number 42, H, carries 0.52; number 43, H, carries 0.07; number 44, H, carries 0.63; number 45, H, carries 0.25; number 46, H, carries 0.26; number 47, H, carries 0.18; number 48, H, carries 0.28; number 49, H, carries 0.28; number 50, H, carries 0.21; number 51, H, carries 0.32; number 52, H, carries 0.53; number 53, H, carries 0.37; number 54, H, carries 0.45; number 55, H, carries 0.34; number 56, H, carries 0.34

=====

# 3
A single C21H25FN2O3S molecule. Source: the Open Molecules 2025 dataset; level of theory: the ωB97M-V functional and the def2-TZVPD basis.

```
53
Properties=species:S:1:pos:R:3:forces:R:3
C -1.221725 4.261063 -4.956971 0.2 0.1 -0.1
C 0.052883 4.819359 -4.332399 -0.2 0.0 0.1
C 0.189442 4.489184 -2.838539 0.3 0.1 -0.1
C 1.154171 3.340945 -2.534259 -0.4 -0.1 -0.1
C 0.694397 1.995881 -3.092581 0.4 0.0 0.1
C 1.677709 0.863749 -2.784294 -0.3 0.0 -0.3
N 1.783943 0.593666 -1.368116 0.2 0.4 -0.1
C 1.202235 -0.471862 -0.793024 0.2 0.1 0.3
O 0.615959 -1.343724 -1.406380 -0.1 -0.2 -0.2
C 1.338747 -0.570703 0.701036 -0.1 0.0 0.2
C 1.408765 -1.848892 1.246837 0.1 0.1 -0.1
C 1.399609 -2.033067 2.611643 0.0 -0.6 0.3
S 1.214934 -3.710236 3.238648 0.1 0.2 -0.2
O 2.087693 -4.601166 2.538477 -0.1 0.0 -0.3
O 1.270649 -3.665127 4.666174 -0.2 0.3 0.0
N -0.358932 -4.068082 2.776854 1.1 -0.1 0.5
C -0.583729 -4.606276 1.434148 0.0 -0.5 -0.6
C -1.457891 -3.584414 0.680044 0.0 0.0 -0.1
C -1.928306 -2.685577 1.786277 0.2 -0.2 0.2
C -2.832331 -1.646339 1.769618 0.0 0.0 0.1
C -3.067885 -0.944764 2.946362 -0.1 0.1 -0.1
C -2.407035 -1.282112 4.115406 0.1 0.0 0.1
C -1.489352 -2.324157 4.143255 -0.1 -0.1 0.0
C -1.264174 -3.014217 2.968896 -0.9 0.6 0.1
C 1.335260 -0.958369 3.478811 0.1 0.1 0.0
C 1.284929 0.324594 2.962774 0.0 0.0 -0.1
C 1.275112 0.498714 1.589139 0.1 -0.3 0.1
F 1.183983 1.761203 1.115608 0.0 -0.1 0.0
H -2.097176 4.692654 -4.476385 -0.1 0.0 0.0
H -1.261477 4.504817 -6.016574 -0.1 0.0 -0.1
H -1.274687 3.180903 -4.852091 -0.1 -0.1 0.0
H 0.921922 4.437104 -4.871765 0.1 0.0 0.0
H 0.046729 5.903565 -4.462236 0.1 0.0 0.0
H -0.793178 4.247433 -2.429281 -0.1 0.0 0.1
H 0.552670 5.371680 -2.307644 -0.1 0.0 0.1
H 2.138408 3.583610 -2.943953 0.1 0.0 0.0
H 1.252363 3.266380 -1.448566 0.1 0.0 0.1
H 0.596869 2.061598 -4.176131 -0.1 0.0 -0.1
H -0.281344 1.740078 -2.675307 -0.1 0.0 -0.1
H 2.671288 1.115351 -3.167649 -0.1 -0.1 0.0
H 1.335884 -0.061908 -3.252435 0.2 0.1 0.0
H 2.215819 1.303628 -0.800062 -0.1 -0.2 0.1
H 1.466240 -2.695672 0.581950 -0.1 -0.1 -0.2
H -1.110504 -5.558620 1.549192 0.1 0.1 -0.1
H 0.379276 -4.805799 0.966717 -0.1 -0.1 -0.1
H -0.897296 -3.014615 -0.065816 0.0 0.0 0.0
H -2.287740 -4.074068 0.171312 0.0 0.0 0.0
H -3.343688 -1.379439 0.857145 -0.1 0.0 -0.1
H -3.775669 -0.129617 2.947542 -0.1 0.1 0.0
H -2.606160 -0.728591 5.020663 0.0 0.1 0.1
H -0.962584 -2.597176 5.042913 0.0 0.0 0.1
H 1.324502 -1.142191 4.540519 0.0 0.1 0.1
H 1.230474 1.189621 3.604496 0.0 0.1 0.1
```
Forces are in eV/Å.

Computed properties:
M: 404.51 g mol⁻¹
Frontier orbital gap: 8.91 eV
HOMO: -0.316 Ha
SMILES string: CCCCCCNC(=O)c1cc(S(=O)(=O)N2CCc3ccccc32)ccc1F
ΔE to the lowest compared entry with this formula, charge and spin: 0.340 eV

Mulliken charges in e: number 1, C, carries -1.20; number 2, C, carries -0.48; number 3, C, carries -0.82; number 4, C, carries -0.37; number 5, C, carries -0.17; number 6, C, carries -1.17; number 7, N, carries -0.14; number 8, C, carries 0.22; number 9, O, carries -0.69; number 10, C, carries 0.02; number 11, C, carries -0.16; number 12, C, carries -0.14; number 13, S, carries 1.16; number 14, O, carries -0.69; number 15, O, carries -0.68; number 16, N, carries -0.05; number 17, C, carries -0.73; number 18, C, carries -0.51; number 19, C, carries 1.23; number 20, C, carries -0.75; number 21, C, carries -0.56; number 22, C, carries -0.56; number 23, C, carries -0.64; number 24, C, carries -0.55; number 25, C, carries -0.22; number 26, C, carries -0.96; number 27, C, carries 0.66; number 28, F, carries -0.32; number 29, H, carries 0.34; number 30, H, carries 0.35; number 31, H, carries 0.27; number 32, H, carries 0.33; number 33, H, carries 0.35; number 34, H, carries 0.41; number 35, H, carries 0.33; number 36, H, carries 0.27; number 37, H, carries 0.16; number 38, H, carries 0.27; number 39, H, carries 0.29; number 40, H, carries 0.43; number 41, H, carries 0.38; number 42, H, carries 0.27; number 43, H, carries 0.58; number 44, H, carries 0.37; number 45, H, carries 0.36; number 46, H, carries 0.10; number 47, H, carries 0.47; number 48, H, carries 0.49; number 49, H, carries 0.40; number 50, H, carries 0.42; number 51, H, carries 0.63; number 52, H, carries 0.52; number 53, H, carries 0.48

=====

# 4
2 unconnected molecules or ions with the total composition C4H9NO. Source: the Open Molecules 2025 dataset; level of theory: the ωB97M-V functional and the def2-TZVPD basis.

```
15
Properties=species:S:1:pos:R:3:forces:R:3
C 1.245997 -0.499116 0.610402 0.0 0.1 0.2
N -0.128259 -0.399352 0.200012 0.7 -2.0 -0.5
C -0.819510 -1.645371 0.407696 -0.1 0.1 0.3
C -0.489677 1.396431 -1.431697 -0.4 0.2 -0.8
C -0.227155 1.992968 -0.200796 -0.2 -0.1 1.6
O -0.792109 1.577058 0.845593 0.2 1.7 -0.8
H 1.791598 -1.222927 -0.015856 -0.1 0.1 0.0
H 1.327952 -0.847920 1.651183 0.1 0.1 -0.1
H 1.732214 0.478072 0.513322 0.0 -0.2 0.0
H -0.770970 -1.940912 1.467423 0.0 0.0 -0.1
H -1.867956 -1.543140 0.113734 0.1 -0.1 0.0
H -0.357008 -2.461902 -0.170700 0.0 0.1 0.0
H -1.385057 0.801142 -1.561646 0.2 0.1 0.0
H 0.106251 1.635402 -2.310041 -0.1 -0.1 0.2
H 0.633688 2.679567 -0.118629 -0.2 0.0 0.0
```
Forces are in eV/Å.

Computed properties:
M: 87.12 g mol⁻¹
Frontier orbital gap (spin up / spin down): 8.64 / 7.72 eV
HOMO (spin up / spin down): -0.313 / -0.318 Ha
ΔE to the lowest compared entry with this formula, charge and spin: 5.635 eV

Mulliken charges in e: number 1, C, carries -0.88; number 2, N, carries 0.03; number 3, C, carries -0.94; number 4, C, carries -0.43; number 5, C, carries -0.01; number 6, O, carries -0.45; number 7, H, carries 0.32; number 8, H, carries 0.31; number 9, H, carries 0.25; number 10, H, carries 0.30; number 11, H, carries 0.30; number 12, H, carries 0.30; number 13, H, carries 0.24; number 14, H, carries 0.29; number 15, H, carries 0.37